[1]
{"formula": "C24H24N2O3S", "method": "ωB97M-V with the def2-TZVPD basis set", "symbols": ["C", "H", "C", "C", "C", "N", "C", "O", "C", "H", "H", "O", "C", "O", "C", "C", "C", "N", "C", "C", "C", "C", "C", "C", "H", "H", "H", "H", "C", "C", "C", "C", "C", "C", "S", "H", "H", "H", "H", "C", "H", "H", "C", "H", "H", "H", "H", "H", "H", "H", "H", "H", "H", "H"], "xyz": [[1.8161, 3.4794, -0.4057], [0.8483, 3.3911, -0.8930], [2.8977, 2.8348, -1.2652], [4.3089, 3.1239, -0.7521], [4.6020, 2.4974, 0.6126], [4.5924, 1.0510, 0.5679], [3.5852, 0.3166, 1.0715], [2.6380, 0.7721, 1.6725], [3.7620, -1.2022, 0.8813], [4.2178, -1.6357, 1.7735], [4.3702, -1.4184, -0.0040], [2.4911, -1.8147, 0.7620], [1.7365, -1.3245, -0.2312], [2.1561, -0.5328, -1.0407], [0.3377, -1.8173, -0.1760], [-0.6703, -0.8922, -0.1443], [-2.0159, -1.3358, -0.0354], [-2.3765, -2.5920, 0.0156], [-1.4020, -3.5219, -0.0358], [-1.7850, -4.8784, 0.0065], [-0.8445, -5.8691, -0.0448], [0.5167, -5.5486, -0.1435], [0.9229, -4.2416, -0.1864], [-0.0150, -3.1961, -0.1257], [1.9724, -4.0010, -0.2651], [1.2472, -6.3430, -0.1887], [-1.1437, -6.9065, -0.0132], [-2.8388, -5.0981, 0.0759], [-2.9045, -0.1938, 0.0203], [-4.2433, -0.3242, 0.1106], [-5.2335, 0.7008, 0.1793], [-5.1410, 2.0727, 0.1953], [-6.3894, 2.7147, 0.2737], [-7.4323, 1.8421, 0.3172], [-6.9082, 0.2111, 0.2640], [-8.4801, 2.0600, 0.3778], [-6.5090, 3.7836, 0.2969], [-4.2135, 2.6102, 0.1561], [-4.6198, -1.3388, 0.1335], [-2.0689, 1.0574, -0.0359], [-2.2125, 1.6463, 0.8723], [-2.3668, 1.6752, -0.8855], [-0.6038, 0.5969, -0.1679], [-0.1498, 0.9375, -1.0998], [0.0230, 0.9651, 0.6463], [5.2749, 0.6141, -0.0310], [5.5849, 2.8254, 0.9668], [3.8468, 2.7944, 1.3406], [4.4501, 4.2035, -0.6658], [5.0387, 2.7493, -1.4752], [2.7317, 1.7570, -1.3034], [2.8226, 3.2180, -2.2856], [2.0257, 4.5364, -0.2503], [1.7507, 2.9884, 0.5613]], "atomic_forces_ev_per_a": [[0.1, -0.1, -0.1], [-0.1, 0.0, 0.0], [0.1, 0.1, 0.1], [-0.2, -0.2, 0.1], [0.1, 0.3, -0.1], [0.3, 0.1, -0.1], [0.3, -0.5, -0.1], [-0.3, 0.1, 0.2], [0.1, 0.3, -0.1], [0.0, 0.1, -0.1], [0.0, 0.0, 0.1], [-0.1, -0.2, 0.2], [0.1, 0.2, -0.2], [-0.1, -0.2, 0.1], [-0.6, 0.1, 0.0], [0.3, -0.5, 0.0], [0.5, -0.7, 0.0], [-0.4, 0.5, 0.0], [0.6, -0.1, 0.0], [0.1, -0.2, 0.0], [-0.3, 0.0, 0.0], [0.3, 0.2, 0.0], [0.1, -0.3, 0.0], [-0.3, 0.1, 0.0], [0.1, 0.0, 0.0], [0.1, 0.0, 0.0], [-0.1, -0.1, 0.0], [-0.1, 0.0, 0.0], [-1.0, 0.3, 0.1], [1.0, -0.4, -0.1], [-0.7, 0.4, 0.0], [0.2, -0.4, 0.0], [-0.3, 0.0, 0.0], [0.0, -0.3, 0.0], [0.4, 0.5, 0.0], [-0.2, 0.1, 0.0], [0.0, 0.2, 0.0], [0.2, 0.1, 0.0], [0.1, -0.2, 0.0], [-0.1, 0.1, 0.0], [0.0, 0.1, 0.0], [0.0, 0.1, 0.0], [0.2, 0.2, -0.1], [0.0, 0.0, 0.0], [0.0, 0.1, 0.0], [-0.1, -0.1, 0.1], [-0.1, 0.0, 0.0], [0.1, 0.0, 0.0], [0.1, 0.1, 0.0], [0.1, 0.1, 0.0], [0.0, 0.0, -0.1], [0.0, -0.1, 0.0], [0.0, 0.1, 0.0], [-0.1, 0.0, 0.1]], "smiles": "CCCCNC(=O)COC(=O)c1c2c(nc3ccccc13)/C(=C/c1cccs1)CC2", "orbital_gap_ev": 7.19, "spin_multiplicity": 1, "e_lumo_ev": -0.409, "de_lowest_kj_mol": 0.00, "total_energy_ha": -1662.4152}

[2]
{"formula": "C38H48AsN9OS2TeTi", "method": "ωB97M-V with the def2-TZVPD basis set", "symbols": ["Ti", "C", "C", "N", "N", "C", "N", "S", "C", "C", "C", "C", "C", "N", "H", "H", "H", "H", "H", "H", "H", "H", "H", "H", "C", "O", "C", "C", "C", "C", "C", "C", "C", "N", "C", "C", "N", "C", "C", "C", "C", "N", "C", "C", "N", "C", "C", "C", "C", "H", "H", "H", "H", "H", "H", "H", "H", "H", "H", "H", "H", "H", "H", "C", "C", "C", "C", "C", "N", "H", "H", "H", "H", "H", "H", "H", "H", "H", "C", "As", "C", "C", "S", "H", "H", "H", "H", "H", "H", "H", "H", "H", "C", "Te", "C", "H", "H", "H", "H", "H", "H"], "xyz": [[2.1716, -0.0784, 0.7938], [4.4778, -3.2197, 2.8333], [3.5230, -2.1167, 2.4930], [3.6766, -1.3434, 1.4291], [4.8582, -1.4899, 0.7360], [5.3361, -0.4428, 0.0351], [6.5308, -0.5978, -0.5491], [4.4410, 0.9711, -0.1239], [2.3594, -1.7983, 3.2577], [1.9850, -2.4513, 4.4480], [0.8702, -2.0428, 5.1287], [0.1156, -0.9763, 4.6226], [0.5234, -0.3814, 3.4599], [1.6236, -0.7614, 2.7742], [4.6401, -3.8843, 1.9790], [4.0937, -3.8422, 3.6340], [5.4483, -2.8357, 3.1609], [5.4334, -2.2986, 0.9229], [7.1392, -1.3738, -0.3448], [6.9251, 0.1906, -1.0335], [2.5769, -3.2691, 4.8303], [0.5782, -2.5363, 6.0455], [-0.7696, -0.6228, 5.1313], [-0.0372, 0.4418, 3.0368], [-11.3891, -2.9473, 0.5869], [-10.2932, -3.8538, 0.6119], [-9.0480, -3.3502, 0.5994], [-8.7467, -1.9897, 0.5598], [-7.4209, -1.5875, 0.5484], [-6.3846, -2.5135, 0.5784], [-6.7021, -3.8764, 0.6172], [-8.0116, -4.2896, 0.6264], [-4.9802, -2.1152, 0.5618], [-3.9547, -2.9400, 0.5165], [-2.8499, -2.1413, 0.5162], [-3.1950, -0.8085, 0.5590], [-4.5684, -0.8061, 0.5857], [-2.2401, 0.2474, 0.5419], [-2.5236, 1.6224, 0.5386], [-1.4895, 2.5233, 0.5048], [-0.1732, 2.0551, 0.5089], [0.1249, 0.7642, 0.5232], [-0.8877, -0.1368, 0.5069], [-0.5106, -1.5320, 0.4610], [0.8147, -1.7990, 0.4261], [1.1983, -3.0594, 0.3194], [0.2964, -4.1290, 0.2726], [-1.0488, -3.8747, 0.3553], [-1.4780, -2.5426, 0.4469], [-12.2832, -3.5615, 0.6073], [-11.3798, -2.3479, -0.3256], [-11.3760, -2.2942, 1.4617], [-9.5286, -1.2461, 0.5341], [-7.2178, -0.5234, 0.5084], [-5.8983, -4.5992, 0.6391], [-8.2695, -5.3394, 0.6559], [-5.1728, -0.0050, 0.6258], [-3.5487, 1.9705, 0.5559], [-1.6791, 3.5871, 0.4834], [0.6635, 2.7396, 0.4803], [2.2647, -3.2371, 0.2648], [0.6690, -5.1394, 0.1809], [-1.7859, -4.6664, 0.3397], [1.1107, 0.3979, -4.5655], [2.3270, -0.3662, -4.0203], [3.6342, 0.3332, -4.4184], [2.3173, -1.8252, -4.4920], [2.2359, -0.3547, -2.5513], [2.1625, -0.3369, -1.4075], [1.1779, 0.4208, -5.6533], [1.1005, 1.4207, -4.1879], [0.1794, -0.0970, -4.2892], [3.7000, 0.3468, -5.5066], [4.5003, -0.2027, -4.0280], [3.6515, 1.3551, -4.0418], [2.3767, -1.8384, -5.5799], [1.4003, -2.3327, -4.1921], [3.1714, -2.3748, -4.0955], [1.0381, 6.2930, -1.9704], [2.3998, 5.0870, -2.5948], [4.0696, 5.8754, -2.0590], [2.3633, 5.2049, -4.5127], [2.1476, 3.1284, -1.8993], [1.2050, 7.2886, -2.3797], [1.0754, 6.3310, -0.8833], [0.0680, 5.9181, -2.2892], [4.1735, 6.8656, -2.5005], [4.8793, 5.2301, -2.3931], [4.0936, 5.9501, -0.9735], [2.4635, 6.2440, -4.8231], [1.4196, 4.7985, -4.8701], [3.1867, 4.6173, -4.9139], [3.4999, 3.8862, 1.5728], [2.9821, 2.1160, 2.6338], [1.3431, 3.0399, 3.6386], [2.8021, 4.0459, 0.7547], [4.5035, 3.7489, 1.1788], [3.4909, 4.7084, 2.2842], [1.7324, 3.8644, 4.2297], [0.8819, 2.3118, 4.3004], [0.6190, 3.4026, 2.9132]], "atomic_forces_ev_per_a": [[0.1, 0.0, 0.0], [0.1, 0.1, 0.0], [-0.2, -0.4, 0.4], [-0.2, 0.3, -0.2], [0.0, 0.2, -0.1], [-0.1, -0.1, 0.1], [0.0, 0.0, 0.0], [0.0, 0.0, 0.0], [0.3, -0.1, -0.1], [-0.1, 0.0, 0.1], [0.1, -0.1, 0.0], [0.0, 0.1, -0.1], [-0.2, 0.1, 0.1], [0.2, 0.1, -0.3], [0.0, 0.0, 0.0], [0.0, 0.0, 0.0], [0.0, 0.0, 0.0], [0.0, 0.0, 0.0], [0.0, 0.0, 0.0], [0.0, 0.0, 0.0], [0.0, 0.0, 0.0], [0.0, 0.0, 0.0], [0.0, 0.0, 0.0], [0.0, 0.0, 0.0], [0.0, 0.0, 0.0], [0.0, 0.0, 0.0], [0.0, 0.0, 0.0], [0.0, 0.0, 0.0], [0.0, 0.0, 0.0], [0.0, 0.0, 0.0], [0.0, 0.0, 0.0], [0.0, 0.0, 0.0], [-0.1, 0.0, 0.0], [0.0, 0.0, 0.0], [0.0, -0.1, 0.0], [-0.1, 0.0, 0.0], [0.1, 0.0, 0.0], [0.0, 0.0, -0.1], [0.0, 0.0, 0.0], [0.0, 0.0, 0.0], [-0.1, 0.1, 0.0], [0.0, 0.0, 0.2], [0.1, -0.2, 0.1], [-0.1, 0.1, 0.1], [0.1, 0.0, 0.0], [0.0, -0.1, 0.0], [0.0, 0.0, 0.0], [0.0, 0.0, 0.0], [0.0, 0.0, 0.0], [0.0, 0.0, 0.0], [0.0, 0.0, 0.0], [0.0, 0.0, 0.0], [0.0, 0.0, 0.0], [0.0, 0.0, 0.0], [0.0, 0.0, 0.0], [0.0, 0.0, 0.0], [0.0, 0.0, 0.0], [0.0, 0.0, 0.0], [0.0, 0.0, 0.0], [0.0, 0.0, 0.0], [0.0, 0.0, 0.0], [0.0, 0.0, 0.0], [0.0, 0.0, 0.0], [0.0, 0.0, 0.0], [0.0, 0.0, 0.0], [0.0, 0.0, 0.0], [0.0, 0.0, 0.0], [-0.1, 0.0, -0.1], [0.2, -0.1, 0.0], [0.0, 0.0, 0.0], [0.0, 0.0, 0.0], [0.0, 0.0, 0.0], [0.0, 0.0, 0.0], [0.0, 0.0, 0.0], [0.0, 0.0, 0.0], [0.0, 0.0, 0.0], [0.0, 0.0, 0.0], [0.0, 0.0, 0.0], [0.0, 0.0, 0.0], [0.0, 0.0, 0.0], [0.0, 0.0, 0.0], [0.0, 0.0, 0.0], [0.0, -0.1, 0.0], [0.0, 0.0, 0.0], [0.0, 0.0, 0.0], [0.0, 0.0, 0.0], [0.0, 0.0, 0.0], [0.0, 0.0, 0.0], [0.0, 0.0, 0.0], [0.0, 0.0, 0.0], [0.0, 0.0, 0.0], [0.0, 0.0, 0.0], [0.0, 0.0, 0.0], [0.0, -0.1, 0.0], [0.0, 0.0, -0.1], [0.0, 0.0, 0.0], [0.0, 0.0, 0.0], [0.0, 0.0, 0.0], [0.0, 0.0, 0.0], [0.0, 0.0, 0.0], [0.0, 0.0, 0.0]], "orbital_gap_ev": [5.83, 5.83], "spin_multiplicity": 1, "e_lumo_ev": [-5.035, -5.027], "total_charge": 2, "de_lowest_kj_mol": 3.85, "total_energy_ha": -6194.2083}

[3]
{"formula": "CH4IPS", "method": "ωB97M-V with the def2-TZVPD basis set", "symbols": ["C", "P", "S", "I", "H", "H", "H", "H"], "xyz": [[0.0501, -1.8105, 0.4955], [-0.5956, -0.2774, 0.4919], [1.4129, 2.3507, -1.3084], [-0.8217, 3.0612, -1.6184], [1.0702, -1.9575, 0.1824], [-0.4708, -2.6870, 0.8404], [-1.8753, -0.5934, 0.9730], [1.2303, 1.9139, -0.0564]], "atomic_forces_ev_per_a": [[-0.3, 0.6, 0.2], [0.5, -0.3, -0.1], [0.2, 0.1, -0.1], [-0.1, 0.0, 0.0], [0.2, 0.0, -0.1], [-0.1, -0.2, 0.0], [-0.3, -0.1, 0.2], [0.0, 0.0, 0.0]], "smiles": "C=P.SI", "orbital_gap_ev": 8.33, "spin_multiplicity": 1, "e_lumo_ev": -0.592, "de_lowest_kj_mol": 215.39, "total_energy_ha": -1077.6741}